1.
Here is C6H6O in the gas phase from the Open Molecules 2025 dataset. Energies are from the ωB97M-V functional and the def2-TZVPD basis.

XYZ file:
```
13
Properties=species:S:1:pos:R:3:forces:R:3
C -0.68884 0.54036 2.55545 0.140 -0.059 -0.478
C -0.34361 0.46173 1.40419 -0.132 0.036 0.510
C 0.06462 0.45046 0.00284 -0.030 0.035 -0.061
C 1.29010 -0.39709 -0.38157 0.134 -0.002 -0.031
C 1.13459 -0.64690 -1.87422 -0.360 0.029 0.297
O -0.13818 -0.47646 -2.12340 0.321 -0.097 -0.136
C -0.95739 -0.14160 -0.95613 -0.102 0.011 0.138
H -0.99495 0.62205 3.57548 0.063 -0.059 -0.182
H 1.24883 -1.39729 0.08079 -0.001 0.129 -0.038
H 2.25427 0.04232 -0.11925 -0.125 -0.050 -0.075
H 0.26424 1.48419 -0.30376 -0.045 -0.064 0.056
H -1.74772 0.53429 -1.28189 0.121 -0.079 0.024
H -1.38596 -1.07606 -0.57853 0.017 0.168 -0.023
```
Positions in Å, forces in eV/Å.

DFT total energy	-307.305143	Eh
F_max	0.0103	hartree/bohr
ΔE to the lowest compared entry with this formula, charge and spin	415.59	kJ/mol
frontier orbital gap	9.465	eV
M	94.1	g/mol

Mulliken atomic charge list, values in e, 2 entries: 0.18 -0.88



2.
Here is a 12-piece molecular cluster, C5H36N2O11 overall in a non-equilibrium geometry from the Open Molecules 2025 dataset. Energies are from the ωB97M-V functional and the def2-TZVPD basis.

XYZ file:
```
54
Properties=species:S:1:pos:R:3:forces:R:3
C 3.90477 -0.49375 0.57476 0.532 0.970 -2.221
C 2.37347 -0.40011 0.48555 0.377 2.278 -2.619
C 1.78409 1.07706 0.42926 1.935 -0.631 1.868
C 0.27758 1.06851 0.66486 2.386 1.949 0.731
C -0.12216 2.13474 1.36268 -0.175 -0.167 -0.427
N -1.56935 2.30431 1.58227 0.751 5.533 -2.471
N 2.01383 -1.11150 -0.86662 -0.005 -2.174 0.803
H 4.37495 -0.82203 -0.41698 -0.811 -0.073 1.326
H 4.42913 0.47671 0.65931 -0.639 -0.265 0.595
H 4.20511 -1.15816 1.33599 0.524 -0.672 0.844
H 1.85358 -0.81271 1.28731 -0.610 -1.616 1.124
H 2.23982 1.51625 -0.45858 -0.847 0.348 -0.388
H 2.25038 1.73575 1.29901 -0.674 -1.639 -1.715
H -0.28331 0.21403 0.35083 -0.398 0.164 0.136
H 0.55680 2.94967 1.78286 -1.187 -1.228 -0.870
H -2.01487 1.45983 1.78721 -2.010 -1.852 0.889
H -2.08004 2.78930 0.68831 1.604 -2.075 2.437
H -1.68752 3.07343 2.24689 -0.333 -0.809 0.758
H 1.07261 -0.92961 -1.35049 0.897 0.322 1.117
H 2.06697 -2.23952 -0.74019 -0.435 2.527 -0.222
H 2.74903 -0.88373 -1.53908 -0.054 0.202 -0.195
H -4.12754 -0.07247 1.96777 -1.930 -2.995 -1.578
H -3.31653 0.19649 3.33869 -1.108 0.499 -2.283
O -3.65750 0.56141 2.40472 3.272 2.913 3.566
H -1.04475 -2.96583 0.23600 -1.028 -0.176 1.364
H -1.62149 -4.19770 0.87822 -0.095 1.247 0.707
O -1.55324 -3.22205 1.06602 1.199 -1.378 -1.658
H 0.46205 -3.31811 -1.57101 0.740 -0.987 1.338
H 1.28857 -4.51621 -0.82287 -0.504 1.524 -0.146
O 1.04897 -3.54712 -0.78123 -0.412 -1.096 -1.224
H 4.31805 -0.29536 -3.99531 2.260 0.686 -1.481
H 2.95497 -1.07234 -4.36651 2.164 1.555 1.853
O 3.52554 -0.59338 -3.64410 -4.525 -2.268 -0.174
H 3.31967 5.43769 0.67953 0.821 0.767 0.291
H 2.48541 5.77809 -0.65385 0.707 -1.179 1.991
O 2.62520 5.13795 0.11753 -1.571 0.342 -2.248
H -2.16340 -2.93077 -2.23656 -6.350 -2.512 -5.105
H -1.21004 -1.81430 -1.99769 0.008 0.777 -0.707
O -1.52486 -2.67287 -1.73717 6.483 1.634 5.318
H -3.02745 -2.20797 1.21230 0.995 -0.642 0.289
H -4.12903 -2.19817 0.20147 -0.123 0.150 0.003
O -3.65415 -1.61701 0.80689 -1.055 0.809 -0.784
H -2.88574 0.24672 0.02820 0.677 0.485 -0.062
H -3.07902 1.40761 -0.89043 -0.016 0.178 -0.440
O -2.36635 0.99780 -0.38900 -1.568 -1.454 -0.057
H -1.12587 -0.04659 -1.24543 -0.435 0.337 -0.045
H -0.18584 0.73099 -2.20551 -0.801 -1.949 0.109
O -0.41947 -0.22848 -1.87713 0.973 1.633 -0.738
H -1.12731 2.81947 -3.16435 2.052 -1.915 -0.211
H 0.34063 2.48014 -3.65653 0.467 0.417 -0.407
O -0.39910 2.09274 -3.20154 -2.321 1.660 0.582
H -2.37763 -1.35025 4.36643 0.345 -1.140 -0.204
H -3.14219 -0.50971 5.41681 1.004 0.179 -1.662
O -2.62544 -0.45887 4.55044 -1.149 0.807 2.303
```
Positions in Å, forces in eV/Å.

DFT total energy	-1148.652061	Eh
F_max	0.1661	hartree/bohr
ΔE to the lowest compared entry with this formula, charge and spin	178.38	kJ/mol
net charge	+2
frontier orbital gap	10.777	eV
M	300.3	g/mol

Mulliken atomic charge list, values in e, 2 entries: -1.38 0.06



3.
Here is a 2-piece molecular cluster, C3H7NO overall in a non-equilibrium geometry from the Open Molecules 2025 dataset. Energies are from the ωB97M-V functional and the def2-TZVPD basis.

XYZ file:
```
12
Properties=species:S:1:pos:R:3:forces:R:3
C -2.29700 0.36208 -0.06238 2.896 1.139 -0.270
C -2.51846 1.58657 -0.86972 -6.182 0.882 -0.143
O -3.58395 1.60914 -1.55367 3.878 0.753 1.030
H -2.65164 0.60041 0.97628 1.017 -0.289 -0.721
H -2.85264 -0.46627 -0.45094 -0.073 -0.412 -0.314
H -1.14965 0.31871 -0.27479 -1.579 -1.004 1.524
H -2.04632 2.56179 -0.49434 0.048 -1.068 -1.106
C 3.37056 -1.38643 0.15358 -0.623 0.712 1.055
N 4.06186 -0.80274 1.08264 -0.914 -2.599 -0.442
H 3.73585 -1.47524 -0.90933 -0.530 0.538 1.110
H 2.30046 -1.73509 0.42357 1.767 -0.167 -0.814
H 3.63092 -1.17291 1.97909 0.297 1.515 -0.909
```
Positions in Å, forces in eV/Å.

DFT total energy	-248.402757	Eh
SMILES string	CC=O.C=N
F_max	0.1215	hartree/bohr
ΔE to the lowest compared entry with this formula, charge and spin	324.87	kJ/mol
frontier orbital gap	10.501	eV
M	73.1	g/mol

Mulliken atomic charge list, values in e, 2 entries: -0.64 0.15



4.
Here is C21H21N3O4 in the gas phase in a non-equilibrium geometry from the Open Molecules 2025 dataset. Energies are from the ωB97M-V functional and the def2-TZVPD basis.

XYZ file:
```
49
Properties=species:S:1:pos:R:3:forces:R:3
C -8.04266 0.27061 1.21434 0.204 -0.208 -0.301
C -7.77485 -0.35398 -0.15169 -0.325 0.254 0.152
O -6.64433 -1.20480 -0.14882 0.119 -0.206 0.007
C -5.39514 -0.67878 -0.15426 0.376 -0.009 0.002
C -5.07732 0.67216 -0.26915 -0.364 -0.197 -0.006
C -3.75761 1.08490 -0.28325 0.465 -0.198 0.026
C -2.72272 0.16101 -0.18034 -1.063 -0.079 -0.017
N -1.37768 0.50951 -0.18358 0.905 -0.148 0.031
C -0.83094 1.70904 -0.26025 0.296 -0.014 0.005
C 0.53503 1.92823 -0.25277 -0.185 -0.133 -0.007
C 0.99914 3.29997 -0.33547 -0.015 -0.177 0.015
O 0.28790 4.28006 -0.41979 -0.103 0.200 -0.016
N 2.37805 3.43249 -0.30837 0.016 0.447 -0.018
C 3.32158 2.43471 -0.22683 0.010 0.353 -0.099
O 4.50294 2.67743 -0.22722 0.097 0.051 0.012
N 2.81332 1.15001 -0.15495 0.313 -0.457 0.032
C 3.76448 0.07881 -0.06955 0.265 -0.271 0.043
C 3.83504 -0.85172 -1.09142 0.123 0.076 0.137
C 4.74701 -1.89513 -1.01208 -0.074 0.089 0.011
C 4.83491 -2.89948 -2.12065 0.021 0.048 -0.037
C 5.58343 -1.97271 0.09299 -0.069 0.086 0.004
C 5.52258 -1.03918 1.11753 -0.078 0.043 -0.029
C 6.42986 -1.12791 2.30644 -0.019 0.029 0.017
C 4.59497 -0.00910 1.03294 -0.096 -0.118 -0.161
C 1.46642 0.82565 -0.15776 -0.486 0.193 0.049
O 1.11653 -0.34874 -0.07349 0.010 -0.048 -0.006
C -3.04125 -1.19497 -0.06800 0.072 0.329 -0.024
C -4.35235 -1.60663 -0.05530 -0.315 0.171 -0.007
H -7.21554 0.90517 1.52307 0.021 0.081 0.061
H -8.94919 0.86779 1.17177 -0.098 0.087 0.021
H -8.16986 -0.51207 1.95785 -0.032 -0.045 0.076
H -8.60421 -1.01115 -0.42727 0.108 0.147 -0.035
H -7.67667 0.41815 -0.92432 -0.005 -0.113 0.012
H -5.84776 1.42155 -0.35420 -0.097 0.039 0.011
H -3.54657 2.13838 -0.37531 0.004 0.120 -0.011
H -0.68644 -0.25102 -0.11224 -0.126 0.263 -0.024
H -1.46541 2.58344 -0.33278 -0.060 -0.024 0.003
H 2.74480 4.37569 -0.36781 -0.051 -0.193 0.011
H 3.17668 -0.76729 -1.94275 -0.095 0.010 -0.077
H 5.38519 -3.78193 -1.80451 0.021 -0.083 -0.027
H 5.34913 -2.46434 -2.97777 0.028 -0.051 -0.089
H 3.84073 -3.20001 -2.44447 -0.039 -0.076 -0.059
H 6.30001 -2.77979 0.15575 0.082 -0.099 0.015
H 7.12067 -1.96134 2.20976 0.065 -0.040 0.042
H 7.00309 -0.20811 2.41024 0.088 0.025 0.063
H 5.84786 -1.26210 3.21746 0.030 -0.024 0.094
H 4.52769 0.72825 1.81824 -0.011 0.106 0.075
H -2.24460 -1.91975 0.01051 0.086 -0.107 0.010
H -4.60600 -2.65097 0.02954 -0.014 -0.131 0.012
```
Positions in Å, forces in eV/Å.

DFT total energy	-1278.153195	Eh
SMILES string	CCOc1ccc(N/C=C2/C(=O)NC(=O)N(c3cc(C)cc(C)c3)C2=O)cc1
F_max	0.0207	hartree/bohr
ΔE to the lowest compared entry with this formula, charge and spin	34.42	kJ/mol
frontier orbital gap	7.985	eV
M	379.4	g/mol

Mulliken atomic charge list, values in e, 2 entries: -1.03 -0.44